Here is a molecular structure, C35H26BrCl4GaN3O7 at a distorted geometry from the Open Molecules 2025 dataset. Energies are from wB97M-V/def2-TZVPD.

Geometry as ORCA input:
```
! RIJCOSX wB97M-V def2-TZVPD def2/J DEFGRID3
* xyz -1 1
Br -8.04 -0.81 2.57
Ga -0.55 -0.94 1.15
Cl -2.10 -3.15 5.29
Cl 3.03 0.20 3.59
Cl 2.88 -1.45 6.65
Cl 0.24 -2.92 7.41
O 3.50 -0.79 -0.73
O 1.84 0.02 -3.37
O 1.14 -1.64 1.87
O -1.19 -2.23 2.53
O -2.07 2.48 2.80
O -1.46 0.77 -3.78
O -1.33 0.61 1.87
N -0.10 0.86 -1.62
N 1.06 0.32 0.27
N 1.98 1.81 -1.27
C 2.27 2.19 -2.59
C 1.80 -1.20 4.14
C -2.35 -2.03 -0.89
C 0.98 -1.73 3.16
C -0.55 -2.53 4.84
C 2.72 3.48 -2.83
C -1.81 -0.19 -2.86
C -6.25 -0.17 2.53
C -2.26 1.35 2.39
C 3.39 -0.35 0.58
C 1.00 0.96 -0.84
C 2.12 0.87 2.31
C -1.31 -1.12 -0.67
C -2.25 0.88 -4.94
C -2.82 -1.11 -3.05
C -3.65 0.77 2.45
C 1.65 -1.70 5.45
C -4.72 1.66 2.54
C -5.21 -1.07 2.46
C 2.51 1.72 -4.95
C 1.59 -0.88 -4.43
C 3.06 3.91 -4.11
C 2.94 3.03 -5.17
C -0.33 -2.19 3.52
C 0.48 -2.34 5.80
C -3.09 -2.04 -2.05
C 4.45 -0.55 1.47
C 4.29 -0.37 2.83
C 2.71 -1.94 -1.04
C -1.05 -0.18 -1.67
C 2.20 1.29 -3.67
C -6.03 1.20 2.56
C 2.21 0.20 1.08
C 3.17 1.13 4.71
C -3.91 -0.60 2.42
H 3.20 3.34 -6.17
H 2.78 4.16 -1.99
H 1.23 -1.79 -3.97
H -5.40 -2.14 2.46
H 1.70 -1.67 -1.34
H -2.21 -0.03 -5.54
H 2.45 1.04 -5.78
H -0.11 1.44 -2.45
H 3.20 -2.45 -1.87
H 1.40 1.66 2.46
H -3.90 -2.75 -2.19
H -3.30 1.10 -4.69
H 2.65 -2.61 -0.18
H -3.41 -1.10 -3.96
H 0.82 -0.48 -5.11
H 2.65 2.06 -0.55
H -3.08 -1.30 2.40
H -6.86 1.89 2.62
H 5.40 -0.92 1.10
H -2.58 -2.76 -0.12
H -4.51 2.71 2.58
H 2.95 1.69 5.58
H 2.50 -1.09 -5.00
H -1.84 1.71 -5.51
H 4.07 -0.10 4.80
H 3.40 4.92 -4.27
*
```

The lowest unoccupied orbital energy is 1.944 eV. The calculation puts the total energy at -228015.36151 eV. Its HOMO energy is -4.3231 eV. As for the energy above the lowest of the compared OMol25 structures with the same formula, charge and spin: 1805.3 kJ/mol. Its gap between HOMO and LUMO is 6.27 eV. The calculation puts the largest force on an atom at 0.158 hartree/bohr.